# 1
Entry from the OMol25 dataset: a cluster of 2 separate species, C4H14ClO2P2 in total (ωB97M-V/def2-TZVPD).

Geometry (Å):
Cl 0.479 0.928 -1.528
P 1.778 1.691 0.018
P 2.898 3.381 -1.145
O 2.976 0.568 -0.011
O -2.269 -1.298 2.063
C -1.603 -0.685 0.944
C -2.711 -2.602 1.709
C -2.583 -2.702 0.193
C -1.382 -1.797 -0.070
H -2.078 -3.351 2.202
H -3.476 -2.297 -0.290
H -2.445 -3.728 -0.150
H 3.735 4.414 -1.721
H -3.736 -2.734 2.065
H 3.599 0.793 -0.733
H -0.677 -0.225 1.286
H 1.811 4.301 -0.759
H -1.321 -1.418 -1.087
H -2.244 0.101 0.534
H 2.246 3.115 -2.432
H -0.451 -2.325 0.149
H 3.496 3.541 0.220
H 3.956 2.329 -1.456

Values from the calculation:
Total energy ... -39568.8781 eV
HOMO ... -3.28 eV
LUMO ... 3.14 eV
Kohn-Sham gap ... 6.4 eV
Charge ... -1

***

# 2
Entry from the OMol25 dataset: a cluster of 6 separate species, C2H14O5 in total at a distorted geometry (ωB97M-V/def2-TZVPD).

Geometry (Å):
O 0.845 1.106 -1.478
O -1.382 0.512 -0.122
O 0.937 0.064 -4.266
O 0.718 -2.348 -0.057
O 1.827 0.262 0.813
C -1.973 0.744 2.841
C -1.594 -0.417 3.374
H 0.459 -2.123 0.844
H -0.774 -0.372 4.062
H 0.594 1.420 -2.347
H 1.353 -1.638 -0.222
H 0.067 0.915 -0.916
H 1.891 0.829 0.018
H -2.085 -1.303 2.992
H -2.801 0.834 2.151
H 1.685 0.593 -3.960
H 1.997 0.873 1.538
H -1.781 1.662 3.355
H -1.048 0.364 0.775
H -2.266 0.138 -0.167
H 0.922 -0.619 -3.578

Values from the calculation:
Total energy ... -12537.6435 eV
Energy above the lowest of the compared OMol25 structures with the same formula, charge and spin ... 34.9 kcal per mole
HOMO ... -10.83 eV
SMILES string ... C=C.O.O.O.O.O
LUMO ... 0.50 eV
Kohn-Sham gap ... 11.3 eV

***

# 3
Entry from the OMol25 dataset: an isolated molecule of C24H30N4O5S at a distorted geometry (ωB97M-V/def2-TZVPD).

Geometry (Å):
S 1.397 -0.980 3.418
O -1.867 3.948 1.800
O 2.446 3.070 -0.453
O -4.131 -0.579 -0.889
O 0.234 0.287 -0.944
O 3.597 -1.033 1.133
N 3.043 1.047 0.377
N 0.539 -1.955 -1.080
N -1.428 2.182 0.458
N 1.232 2.260 1.276
C 3.477 -0.842 -2.100
C 3.736 0.660 -1.972
C 0.113 -3.881 2.021
C 2.493 -1.200 -3.214
C 1.097 -0.599 -2.998
C -4.352 0.713 -1.413
C -0.970 -3.239 2.599
C 0.430 3.465 1.317
C 0.589 -0.696 -1.571
C -5.262 -1.406 -0.956
C 1.820 0.131 2.164
C 0.061 1.223 3.222
C -3.080 1.530 -1.228
C 1.026 1.261 2.187
C -1.082 3.224 1.219
C 4.168 1.040 -0.556
C 2.883 -0.053 1.219
C -1.053 -1.710 0.747
C 0.617 -3.443 0.812
C -2.798 1.776 0.254
C 2.245 2.177 0.341
C 0.156 0.078 3.949
C 0.037 -2.352 0.173
C -1.548 -2.156 1.959
H -3.438 2.566 0.656
H 1.094 0.458 -3.266
H -1.362 -3.585 3.544
H 1.017 -2.676 -1.602
H 4.896 0.325 -0.169
H -3.169 2.475 -1.762
H -5.194 1.192 -0.891
H 2.876 -0.842 -4.172
H -5.588 -1.554 -1.993
H -4.610 0.644 -2.482
H 4.591 2.047 -0.557
H 0.623 4.018 2.242
H 4.514 0.969 -2.671
H 2.424 -2.290 -3.283
H 0.378 -1.107 -3.647
H 3.097 -1.221 -1.152
H -0.446 -0.205 4.789
H 2.839 1.233 -2.203
H -0.722 1.619 -0.001
H 0.744 4.084 0.471
H -2.398 -1.656 2.398
H -2.246 0.968 -1.653
H -6.098 -0.984 -0.384
H 4.424 -1.353 -2.287
H -0.658 1.997 3.414
H -4.973 -2.363 -0.526
H 0.569 -4.726 2.515
H -2.991 0.849 0.807
H 1.465 -3.940 0.363
H -1.524 -0.889 0.236

Values from the calculation:
Total energy ... -52411.0547 eV
Energy above the lowest of the compared OMol25 structures with the same formula, charge and spin ... 0.0 kcal per mole
HOMO ... -8.33 eV
SMILES string ... COCCCNC(=O)Cn1c(=O)n(CCCCCC(=O)Nc2ccccc2)c(=O)c2sccc21
LUMO ... 0.51 eV
Kohn-Sham gap ... 8.8 eV

***

# 4
Entry from the OMol25 dataset: a cluster of 9 separate species, C30H75N9O6 in total at a distorted geometry (ωB97M-V/def2-TZVPD).

Geometry (Å):
O -7.648 3.137 0.640
O 0.254 0.670 0.976
O -0.848 1.076 7.264
O 8.124 -2.350 0.280
O -4.577 -4.327 2.071
O 5.659 0.414 6.506
N 1.344 -7.209 2.091
N -0.980 -0.631 -6.882
N -2.993 1.065 6.606
N 4.775 2.243 7.372
N -3.052 6.915 -3.560
N -6.337 4.112 -0.888
N 1.909 0.058 2.381
N -2.796 -3.054 2.274
N 9.171 -2.054 2.257
C 2.379 0.351 0.037
C -3.031 6.312 -4.905
C 1.994 -9.414 3.290
C -1.585 -1.687 -6.049
C 1.647 -7.487 0.669
C -4.940 -1.957 2.192
C 10.459 -2.387 0.163
C 1.431 0.453 1.199
C -4.842 8.793 -3.286
C 0.341 -7.107 -0.031
C -2.497 0.756 8.975
C 2.202 -5.931 4.067
C 0.513 -2.246 -8.076
C -4.105 -3.172 2.162
C -6.638 3.742 0.314
C 5.808 1.504 7.080
C 2.489 -6.546 2.665
C 0.097 0.073 -6.123
C -0.537 -1.190 -8.225
C 9.189 -2.173 0.921
C -1.651 7.267 -1.468
C -4.398 6.589 -5.652
C 0.742 1.079 -7.043
C 0.903 -8.384 2.816
C -2.077 1.022 7.523
C 7.163 2.182 7.238
C -2.333 -1.206 -4.826
C -1.764 6.586 -2.803
C -5.711 4.270 1.358
C -3.361 8.403 -3.710
H -0.202 -0.322 -8.793
H -2.317 -2.220 -6.656
H 7.248 3.130 6.707
H -4.720 3.866 1.150
H -0.950 6.785 -0.786
H -5.313 6.395 -5.093
H -7.078 3.950 -1.554
H -2.744 9.112 -3.159
H 0.274 -3.098 -7.440
H 2.825 -5.725 2.032
H 10.030 -2.099 2.788
H 0.317 -6.057 -0.323
H 1.463 0.617 -7.717
H -4.547 7.561 -6.122
H 10.757 -1.591 -0.519
H 2.792 -0.418 2.498
H -1.617 -0.784 -4.120
H 2.009 -0.340 -0.720
H -0.536 -7.329 0.577
H -4.809 9.875 -3.161
H -2.974 5.225 -4.847
H 1.827 -8.554 0.543
H 2.504 -7.017 0.186
H -0.902 -2.463 -5.703
H -2.284 -3.874 1.981
H -5.758 -2.022 1.475
H 0.180 -7.650 -0.962
H -5.418 -1.993 3.171
H -5.572 8.513 -4.045
H 1.370 0.254 3.213
H 4.964 3.158 7.757
H 8.338 -1.755 2.744
H -5.469 4.588 -1.085
H -3.582 0.680 9.047
H 0.283 -7.989 3.621
H -2.140 -0.220 9.304
H -5.301 8.458 -2.356
H 1.465 -5.134 3.967
H -2.288 -2.182 2.239
H 7.951 1.489 6.943
H -4.404 5.876 -6.477
H -0.220 0.623 -5.237
H -2.939 -1.914 -4.262
H 2.668 -8.824 3.911
H -2.111 6.636 -5.391
H -2.645 7.249 -1.020
H 11.248 -2.455 0.911
H -0.831 6.640 -3.364
H -5.620 5.355 1.299
H -3.991 1.201 6.682
H 0.951 -2.767 -8.927
H 1.392 -1.798 -7.614
H -2.160 1.519 9.677
H 2.383 1.353 -0.393
H -5.885 4.061 2.413
H 3.822 1.911 7.336
H -1.365 8.309 -1.604
H 1.324 1.891 -6.607
H 3.359 -7.199 2.595
H 3.402 0.149 0.354
H -4.339 -1.050 2.256
H 0.763 -0.682 -5.705
H 1.827 -6.632 4.813
H 10.431 -3.391 -0.260
H -0.042 1.606 -7.586
H -2.600 0.838 5.704
H 0.167 -8.874 2.180
H 1.630 -10.333 3.748
H 7.246 2.246 8.323
H -3.150 8.803 -4.702
H 3.148 -5.510 4.409
H 2.620 -9.721 2.453
H -1.331 -1.624 -8.832
H -2.973 -0.396 -5.176
H -1.744 5.527 -2.546

Values from the calculation:
Total energy ... -58021.0110 eV
Energy above the lowest of the compared OMol25 structures with the same formula, charge and spin ... 97.0 kcal per mole
HOMO ... -8.14 eV
SMILES string ... CCN(CC)CC.CCN(CC)CC.CCN(CC)CC.CC(N)=O.CC(N)=O.CC(N)=O.CC(N)=O.CC(N)=O.CC(N)=O
LUMO ... 0.15 eV
Kohn-Sham gap ... 8.3 eV

***

# 5
Entry from the OMol25 dataset: the ion C6H11Br3N3 with charge +1 at a distorted geometry (ωB97M-V/def2-TZVPD).

Geometry (Å):
Br -3.218 3.487 0.224
Br 0.061 2.512 0.025
Br -3.048 -0.988 0.105
N -0.353 -0.198 -1.054
N -1.129 -0.363 -2.169
N 1.674 -0.039 1.124
C -1.011 0.807 -0.314
C -2.269 0.700 0.142
C 2.015 -0.692 -0.211
C -3.523 1.559 2.086
C -3.013 1.756 0.908
C 1.075 -0.108 -1.296
H 1.927 -0.444 1.947
H -1.070 0.304 -2.938
H -1.549 -1.237 -2.409
H 0.647 0.266 1.069
H -4.286 2.295 2.398
H -3.499 0.575 2.539
H 2.209 0.800 1.210
H 2.966 -0.415 -0.501
H 1.616 -1.736 -0.187
H 1.332 0.890 -1.553
H 1.334 -0.717 -2.105

Values from the calculation:
Total energy ... -220987.8377 eV
Energy above the lowest of the compared OMol25 structures with the same formula, charge and spin ... 0.0 kcal per mole
HOMO ... -11.92 eV
SMILES string ... C=C(Br)/C(Br)=C(\Br)N(N)CC[NH3+]
LUMO ... -3.40 eV
Kohn-Sham gap ... 8.5 eV
Charge ... +1

***

# 6
Entry from the OMol25 dataset: the ion C2H6N3P with charge +2 at a distorted geometry (ωB97M-V/def2-TZVPD).

Geometry (Å):
P 1.104 0.269 2.270
N 1.351 1.037 0.776
N -0.498 0.522 -0.712
N -0.690 -1.678 0.209
C 0.727 1.051 -0.351
C -1.217 -0.617 -0.358
H 0.250 -1.684 0.566
H 2.284 1.599 0.745
H -0.957 1.250 -1.344
H -2.230 -0.810 -0.893
H -1.298 -2.594 0.139
H 1.174 1.655 -1.047

Values from the calculation:
Total energy ... -15908.9730 eV
Energy above the lowest of the compared OMol25 structures with the same formula, charge and spin ... 47.3 kcal per mole
HOMO (alpha / beta) ... -17.95 / -18.02 eV
LUMO (alpha / beta) ... -11.04 / -11.29 eV
Kohn-Sham gap (alpha / beta) ... 6.9 / 6.7 eV
Charge ... +2

***

# 7
Entry from the OMol25 dataset: an isolated molecule of C10H13F3N3O7P at a distorted geometry (ωB97M-V/def2-TZVPD).

Geometry (Å):
P -1.500 -1.871 -0.776
F 1.275 -2.431 -2.147
F 4.060 -1.235 0.626
F 0.159 2.884 -2.480
O 2.382 -3.349 -0.495
O -1.093 -1.688 2.662
O -1.645 -1.462 -2.186
O -3.383 1.582 -0.628
O 1.847 2.450 -1.157
O -3.350 0.197 -0.256
O 4.147 0.044 -1.182
N -0.769 2.600 0.986
N 0.815 -1.568 1.395
N 2.147 -1.020 -0.625
C -0.536 -1.320 1.667
C -1.121 -0.551 0.498
C 0.223 1.551 1.150
C 0.053 0.840 -1.323
C 0.095 0.373 0.142
C 1.986 -2.382 -1.027
C 1.336 -0.524 0.516
C 0.808 2.105 -1.590
C 3.528 -0.669 -0.484
C -2.497 0.037 0.864
H -1.034 2.999 1.877
H -0.509 -2.836 -0.545
H 1.239 1.943 1.048
H 1.334 -1.662 2.261
H 0.485 0.079 -1.979
H -2.402 0.972 1.410
H 0.146 1.137 2.163
H -0.976 0.961 -1.650
H -2.622 -2.455 -0.164
H -3.238 1.505 -1.582
H -3.002 -0.689 1.505
H -0.417 3.359 0.416
H 2.027 0.096 1.089

Values from the calculation:
Total energy ... -46822.6456 eV
HOMO ... -10.05 eV
SMILES string ... NC[C@@]1(CC(=O)F)[C@H](N(C(=O)F)C(=O)F)NC(=O)[C@]1(COO)[PH2]=O
LUMO ... 0.20 eV
Kohn-Sham gap ... 10.3 eV

***

# 8
Entry from the OMol25 dataset: a structure of composition C21H38BeF9N2O15S4 at a distorted geometry (ωB97M-V/def2-TZVPD).

Geometry (Å):
S -11.106 14.569 -5.924
S -14.293 14.956 -8.894
S -12.339 10.999 -7.475
S -13.030 11.248 -3.667
F -8.830 16.060 -5.346
F -14.361 11.008 -1.210
F -14.302 9.576 -8.603
F -10.539 17.310 -5.944
F -13.530 8.812 -6.652
F -10.617 16.392 -4.017
F -13.139 12.707 -1.524
F -12.077 10.887 -1.234
F -12.413 8.439 -8.346
O -13.516 9.877 -3.952
O -13.143 15.467 -9.592
O -15.466 14.983 -9.735
O -11.178 14.589 -7.423
O -11.217 10.525 -6.640
O -14.599 15.511 -7.587
O -13.853 13.592 -8.581
O -16.326 12.582 -7.914
O -12.500 14.592 -5.444
O -15.572 15.446 -4.384
O -11.953 11.734 -8.704
O -10.268 13.478 -5.434
O -13.293 11.778 -6.711
O -13.937 12.307 -4.176
O -11.588 11.508 -3.992
N -17.381 12.354 -7.000
N -15.718 15.353 -2.965
C -16.460 10.412 -5.862
C -13.217 9.368 -7.884
C -15.475 17.838 -2.317
C -18.853 10.821 -5.639
C -20.064 11.548 -6.151
C -14.972 16.409 -2.139
C -17.890 9.927 -7.937
C -15.201 15.972 -0.701
C -18.516 13.281 -7.235
C -17.682 10.883 -6.677
C -17.038 13.298 -3.180
C -17.174 14.527 -0.984
C -18.134 14.723 -7.043
C -10.171 16.181 -5.248
C -18.244 15.405 -2.971
C -13.149 11.401 -1.749
C -13.468 16.218 -2.509
C -19.675 12.993 -6.236
C -16.967 14.660 -2.567
C -16.571 15.677 -0.217
C -19.253 13.137 -8.672
Be -14.718 13.600 -6.070
H -20.087 13.814 -8.861
H -18.560 13.301 -9.497
H -19.526 12.082 -8.648
H -15.483 10.725 -6.233
H -18.913 15.390 -7.411
H -16.511 15.266 0.791
H -16.471 10.781 -4.836
H -15.091 18.392 -1.460
H -17.931 12.728 -2.923
H -18.271 15.729 -4.011
H -17.962 8.855 -7.752
H -20.421 11.093 -7.076
H -12.752 16.633 -1.800
H -17.178 10.098 -8.745
H -16.238 12.629 -2.866
H -17.303 15.026 -7.680
H -20.890 11.556 -5.440
H -14.777 16.775 -0.099
H -17.086 13.262 -4.269
H -18.023 16.397 -2.577
H -13.309 15.158 -2.706
H -16.118 16.196 -4.630
H -20.543 13.547 -6.594
H -19.171 15.013 -2.553
H -19.117 9.847 -5.227
H -17.304 16.484 -0.222
H -19.424 13.317 -5.226
H -16.706 13.604 -0.642
H -16.439 9.335 -5.696
H -13.271 16.753 -3.438
H -18.582 11.338 -4.719
H -16.623 12.003 -8.619
H -18.861 10.088 -8.405
H -17.840 14.843 -6.000
H -18.225 14.338 -0.765
H -15.124 18.228 -3.272
H -14.586 15.086 -0.542
H -16.564 17.869 -2.337

Values from the calculation:
Total energy ... -124279.0276 eV
Expectation value of S² ... 0.76
HOMO (alpha / beta) ... -3.08 / -3.07 eV
LUMO (alpha / beta) ... 2.87 / 2.67 eV
Kohn-Sham gap (alpha / beta) ... 6.0 / 5.7 eV
Charge ... -2
Spin multiplicity ... 2